Entry 1:
ORCA calculation (the ωB97M-V functional and the def2-TZVPD basis) on a molecular structure, C5H9BaO3 in a non-equilibrium geometry.

The maximum force is 2.0 eV/Å. The HOMO energy is -1.92 eV. As for the net charge: -1. The total energy is -446.9488 hartree.

XYZ file:
```
18
Properties=species:S:1:pos:R:3:nbo_charge:R:1
Ba 4.10 2.99 -0.71 0.058
O -0.58 0.65 -0.02 -0.499
O 1.35 -0.38 -0.23 -0.515
O 1.30 1.83 -0.36 -0.811
C 0.71 0.76 -0.22 0.993
C 1.60 -2.76 -0.30 -0.625
C 0.61 -1.63 -0.19 -0.068
C -2.66 1.62 0.45 -0.366
C -1.46 1.72 -0.20 -0.158
H 2.34 -2.73 0.51 0.216
H -0.11 -1.63 -1.01 0.190
H -0.97 2.69 -0.36 0.181
H -3.12 0.64 0.57 0.197
H -2.97 1.89 2.52 -0.626
H 2.12 -2.73 -1.27 0.212
H -3.36 2.44 0.31 0.210
H 0.06 -1.66 0.75 0.197
H 1.05 -3.71 -0.23 0.212
```

---

Entry 2:
ORCA calculation (the ωB97M-V functional and the def2-TZVPD basis) on a molecular structure, C5H9BeMgO4 in a non-equilibrium geometry.

The maximum force is 3.8 eV/Å. The HOMO energy is -11.59 eV. As for the net charge: +1. The total energy is -711.4430 hartree.

XYZ file:
```
20
Properties=species:S:1:pos:R:3:nbo_charge:R:1
Mg 0.88 -3.51 -0.55 1.815
O 1.58 1.08 -0.68 -0.664
O 1.29 -2.03 -1.61 -1.637
O -0.26 0.30 1.03 -0.646
O -0.02 -2.31 0.68 -1.049
C 0.57 2.02 -0.32 -0.100
C -0.68 1.25 0.03 -0.113
C -0.98 -1.86 1.49 0.145
C -1.23 -0.55 1.55 -0.054
C 2.76 1.64 -1.23 -0.254
Be 1.16 -0.58 0.05 1.632
H -1.43 1.94 0.44 0.228
H 2.51 2.25 -2.12 0.208
H 3.41 0.82 -1.53 0.234
H -1.70 -2.58 1.88 0.190
H 3.26 2.27 -0.48 0.196
H -2.12 -0.08 1.97 0.216
H 0.38 2.69 -1.16 0.222
H -1.11 0.69 -0.89 0.224
H 0.94 2.60 0.54 0.206
```

---

Entry 3:
ORCA calculation (the ωB97M-V functional and the def2-TZVPD basis) on a molecular structure, C5H9Br2ClO3P in a non-equilibrium geometry.

The maximum force is 3.1 eV/Å. The HOMO energy (alpha / beta) is -4.88 / -4.88 eV. As for the net charge: -1. The total energy is -6371.2828 hartree.

XYZ file:
```
21
Properties=species:S:1:pos:R:3:nbo_charge:R:1
Br -2.97 0.14 0.36 0.481
Br -3.12 3.29 0.51 -0.870
Cl -2.28 -1.76 -2.03 0.163
P -0.82 -2.16 0.54 2.338
O 0.41 -2.68 -0.14 -1.121
O -0.49 -1.07 1.57 -0.841
O -1.78 -3.07 1.22 -1.058
C -1.99 -1.15 -0.49 -0.435
C 0.50 1.01 0.73 -0.449
C 1.88 0.88 -1.41 -0.617
C 0.39 0.89 -0.79 -0.413
C 0.72 -0.31 1.46 -0.078
H 2.01 1.27 -2.44 0.205
H -0.36 1.50 -1.25 0.231
H -0.04 -0.04 -1.17 0.197
H 1.36 -1.00 0.87 0.219
H 0.96 -0.11 2.53 0.186
H 2.20 -0.27 -1.46 0.221
H 1.35 1.66 0.89 0.201
H -0.32 1.48 1.24 0.243
H 2.39 1.53 -0.74 0.196
```

---

Entry 4:
ORCA calculation (the ωB97M-V functional and the def2-TZVPD basis) on a molecular structure, C5H9Br2NO3 in a non-equilibrium geometry.

The maximum force is 4.7 eV/Å. The HOMO energy is -10.01 eV. As for the net charge: 0. The total energy is -5624.2421 hartree.

XYZ file:
```
20
Properties=species:S:1:pos:R:3:nbo_charge:R:1
Br 2.60 1.02 -1.23 0.155
Br 2.62 -1.82 -0.01 0.149
O 1.93 -0.17 2.21 -0.373
O -0.10 1.17 0.57 -0.545
O 2.85 1.49 1.29 -0.339
N 2.22 0.49 1.28 0.495
C -0.35 -0.42 -1.38 -0.451
C 0.21 -0.09 0.01 0.059
C -1.73 -0.93 -1.52 -0.604
C 1.81 -0.13 -0.01 -0.152
C -1.12 1.08 1.52 -0.247
H -0.91 0.49 2.47 0.185
H 0.23 -1.30 -1.94 0.233
H -1.93 0.60 0.94 0.167
H -2.61 -0.30 -1.00 0.196
H -1.99 -1.97 -1.13 0.213
H -0.25 0.51 -2.00 0.230
H -1.85 -0.86 -2.55 0.218
H -1.52 2.01 1.76 0.201
H -0.13 -0.85 0.73 0.209
```

---

Entry 5:
ORCA calculation (the ωB97M-V functional and the def2-TZVPD basis) on a gas-phase ion, C5H9BrN (charge +1) in a non-equilibrium geometry.

The maximum force is 5.0 eV/Å. The HOMO energy is -12.28 eV. As for the net charge: +1. The total energy is -2824.2572 hartree.

XYZ file:
```
16
Properties=species:S:1:pos:R:3:nbo_charge:R:1
Br 3.40 -0.18 -0.08 0.408
N -0.44 -1.55 0.39 -0.647
C -0.39 0.33 -0.39 -0.158
C 0.90 1.24 -0.36 -0.558
C 0.05 -1.04 -0.87 -0.240
C -0.80 -0.27 0.98 -0.202
C 1.91 0.73 0.59 0.155
H -0.88 -2.46 0.51 0.411
H 1.18 1.31 -1.35 0.263
H 1.08 -1.28 -0.98 0.167
H 1.74 1.02 1.67 0.262
H 0.72 2.19 0.02 0.276
H -1.02 0.94 -1.08 0.266
H -0.42 -1.67 -1.65 0.222
H -0.26 0.20 1.73 0.157
H -1.94 -0.24 1.20 0.219
```

---

Entry 6:
ORCA calculation (the ωB97M-V functional and the def2-TZVPD basis) on a molecular structure, C5H9CaO3 in a non-equilibrium geometry.

The maximum force is 3.3 eV/Å. The HOMO energy is -12.96 eV. As for the net charge: +1. The total energy is -1099.0292 hartree.

XYZ file:
```
18
Properties=species:S:1:pos:R:3:nbo_charge:R:1
Ca 2.64 2.13 0.90 1.824
O -0.70 0.43 -0.57 -0.500
O 0.88 1.88 -0.27 -0.782
O 1.92 0.33 1.41 -1.037
C 0.47 0.72 -0.11 0.874
C 1.44 -0.49 0.38 0.011
C 2.45 -0.95 -0.66 -0.664
C -3.05 0.38 -0.13 -0.630
C -1.71 -0.20 0.26 -0.069
H -3.17 0.41 -1.22 0.234
H -3.17 1.39 0.28 0.221
H 2.56 -0.20 -1.46 0.206
H 0.89 -1.32 0.85 0.201
H -3.84 -0.26 0.29 0.234
H -1.67 -1.28 0.08 0.197
H 3.41 -1.12 -0.16 0.237
H 2.15 -1.87 -1.17 0.252
H -1.48 0.00 1.31 0.191
```